The following is a DFT calculation (ωB97M-V/def2-TZVPD) of an isolated molecule of C3H4N2O.

Each atom is followed by the atoms it is bonded to, with distances in Å.
Element x y z (Å)
1 O 1.72 0.32 0.67  C2 1.529, H7 1.067
2 C 0.55 -0.62 0.35  O1 1.529, C3 1.447, C6 1.635, H8 1.035
3 C 0.10 -0.53 -1.03  C2 1.447, N4 1.278, H9 1.176
4 N -0.99 0.08 -1.28  C3 1.278, N5 1.553
5 N -1.39 0.78 0.05  N4 1.553, C6 1.279
6 C -0.74 0.17 0.96  C2 1.635, N5 1.279, H10 1.147
7 H 2.60 -0.28 0.55  O1 1.067
8 H 0.59 -1.59 0.71  C2 1.035
9 H 0.79 -1.10 -1.79  C3 1.176
10 H -0.53 0.33 2.08  C6 1.147

The LUMO energy is -0.106 eV. As for the SMILES: OC1C=NN=C1. The calculation puts the HOMO-LUMO gap at 10.423 eV.

***

The following is a DFT calculation (ωB97M-V/def2-TZVPD) of an isolated molecule of C19H25N5O3S.

Each atom is followed by the atoms it is bonded to, with distances in Å.
Element x y z (Å)
1 C 2.78 -4.26 1.98  C2 1.522, H29 1.087, H30 1.088, H31 1.087
2 C 2.77 -2.87 1.35  C1 1.522, C3 1.528, H32 1.092, H33 1.091
3 C 1.41 -2.55 0.74  C2 1.528, N4 1.453, H34 1.092, H35 1.092
4 N 1.40 -1.24 0.12  C3 1.453, C5 1.382, C28 1.361
5 C 1.52 -1.12 -1.25  N4 1.382, O6 1.215, C7 1.450
6 O 1.62 -2.09 -1.97  C5 1.215
7 C 1.53 0.26 -1.70  C5 1.450, S8 1.719, C11 1.383
8 S 1.65 0.69 -3.36  C7 1.719, C9 1.715
9 C 1.55 2.35 -2.95  S8 1.715, C10 1.361, H36 1.072
10 C 1.42 2.58 -1.62  C9 1.361, C11 1.414, H37 1.074
11 C 1.40 1.37 -0.89  C7 1.383, C10 1.414, N12 1.378
12 N 1.27 1.14 0.47  C11 1.378, C13 1.386, C28 1.385
13 C 1.13 1.89 1.62  N12 1.386, C14 1.484, N26 1.296
14 C 1.09 3.37 1.73  C13 1.484, C15 1.535, H38 1.092, H39 1.090
15 C -0.34 3.91 1.90  C14 1.535, C16 1.530, H40 1.091, H41 1.092
16 C -1.27 3.58 0.73  C15 1.530, C17 1.524, H42 1.090, H43 1.093
17 C -1.98 2.25 0.95  C16 1.524, O18 1.211, N19 1.355
18 O -2.38 1.89 2.03  C17 1.211
19 N -2.23 1.56 -0.19  C17 1.355, C20 1.444, H44 1.008
20 C -2.90 0.28 -0.18  N19 1.444, C21 1.538, H45 1.091, H46 1.094
21 C -1.90 -0.86 -0.41  C20 1.538, C22 1.531, O25 1.425, H47 1.096
22 C -2.58 -2.22 -0.62  C21 1.531, C23 1.527, H48 1.087, H49 1.090
23 C -2.74 -2.28 -2.14  C22 1.527, C24 1.526, H50 1.087, H51 1.091
24 C -1.48 -1.55 -2.61  C23 1.526, O25 1.423, H52 1.093, H53 1.097
25 O -1.16 -0.59 -1.60  C21 1.425, C24 1.423
26 N 1.08 1.10 2.65  C13 1.296, N27 1.344
27 N 1.17 -0.18 2.24  N26 1.344, C28 1.302
28 C 1.28 -0.16 0.94  N4 1.361, N12 1.385, N27 1.302
29 H 3.75 -4.47 2.41  C1 1.087
30 H 2.56 -5.02 1.23  C1 1.088
31 H 2.03 -4.32 2.77  C1 1.087
32 H 3.54 -2.81 0.57  C2 1.092
33 H 3.00 -2.12 2.11  C2 1.091
34 H 1.17 -3.27 -0.05  C3 1.092
35 H 0.64 -2.57 1.52  C3 1.092
36 H 1.60 3.09 -3.73  C9 1.072
37 H 1.35 3.56 -1.19  C10 1.074
38 H 1.66 3.65 2.61  C14 1.092
39 H 1.57 3.83 0.86  C14 1.090
40 H -0.27 5.00 2.03  C15 1.091
41 H -0.77 3.48 2.81  C15 1.092
42 H -0.74 3.59 -0.22  C16 1.090
43 H -2.06 4.33 0.68  C16 1.093
44 H -1.75 1.79 -1.05  N19 1.008
45 H -3.37 0.17 0.80  C20 1.091
46 H -3.67 0.28 -0.97  C20 1.094
47 H -1.20 -0.88 0.43  C21 1.096
48 H -3.53 -2.28 -0.09  C22 1.087
49 H -1.93 -3.02 -0.28  C22 1.090
50 H -2.78 -3.29 -2.52  C23 1.087
51 H -3.63 -1.74 -2.46  C23 1.091
52 H -1.61 -1.01 -3.55  C24 1.093
53 H -0.63 -2.24 -2.71  C24 1.097

The LUMO energy is 0.166 eV. As for the SMILES: CCCn1c(=O)c2sccc2n2c(CCCC(=O)NC[C@H]3CCCO3)nnc12. The calculation puts the HOMO-LUMO gap at 8.728 eV.

***

The following is a DFT calculation (ωB97M-V/def2-TZVPD) of a cluster of 2 separate species, C5H14NOS in total.

Each atom is followed by the atoms it is bonded to, with distances in Å.
Element x y z (Å)
1 C 1.34 0.54 0.71  N2 1.492, C7 1.513, H8 1.158, H9 1.294
2 N 0.13 -0.32 0.58  C1 1.492, C3 1.525, H10 1.103
3 C -0.67 -0.19 -0.72  N2 1.525, C4 1.512, C6 1.599, H11 1.111
4 C -0.73 1.29 -1.01  C3 1.512, S5 1.819, H12 1.101, H13 1.122
5 S -1.53 1.29 -2.65  C4 1.819
6 C -2.01 -1.05 -0.61  C3 1.599, H14 1.069, H15 1.136, H16 1.161
7 C 1.24 1.62 1.76  C1 1.513, H17 1.119, H18 1.078, H19 1.095
8 H 2.36 -0.01 0.76  C1 1.158
9 H 1.60 1.05 -0.45  C1 1.294
10 H -0.57 -0.38 1.43  N2 1.103
11 H -0.14 -0.80 -1.48  C3 1.111
12 H -1.39 1.66 -0.21  C4 1.101
13 H 0.26 1.77 -1.23  C4 1.122
14 H -2.97 -0.66 -0.32  C6 1.069
15 H -2.01 -1.79 0.26  C6 1.136
16 H -2.21 -1.61 -1.61  C6 1.161
17 H 0.16 1.47 2.05  C7 1.119
18 H 1.94 1.45 2.57  C7 1.078
19 H 1.15 2.59 1.27  C7 1.095
20 H 1.53 -2.68 -1.11  O22 0.927
21 H 1.20 -2.21 0.28  O22 0.998
22 O 1.32 -3.03 -0.27  H20 0.927, H21 0.998

The charge is -2. The LUMO energy (alpha / beta) is 5.873 / 5.767 eV. The calculation puts the HOMO-LUMO gap (alpha / beta) at 2.073 / 5.710 eV. The spin multiplicity is 2.

***

In the order shown, the computed ΔE to the lowest compared entry with this formula, charge and spin values come out to 4.130; 0.043; 2.882 eV.